ORCA calculation (wB97M-V/def2-TZVPD) on 15 unconnected molecules or ions with the total composition C57H148N4O19 at a distorted geometry.

Each line ends with the Löwdin charge.
Cartesian coordinates (Å):
C -8.60463 -5.63303 16.18009  -0.104
O -8.33731 -6.43422 17.31622  -0.217
C -8.98544 -7.71367 17.39837  -0.198
C -8.68472 -8.46137 18.71684  -0.183
N -9.34289 -7.88817 19.94099  -0.048
C -8.77695 -6.54533 20.21005  -0.196
C -9.32801 -5.92539 21.49605  -0.237
O -8.64636 -6.53858 22.54613  -0.200
C -9.02205 -6.06968 23.82527  -0.113
H -8.19046 -6.16105 15.32116  0.082
H -8.02980 -4.70707 16.19674  0.086
H -9.65899 -5.39226 16.04426  0.081
H -8.65377 -8.38816 16.60897  0.115
H -10.07107 -7.65082 17.32391  0.115
H -7.63853 -8.62750 18.97372  0.113
H -9.16407 -9.43243 18.59292  0.107
H -9.20055 -8.44381 20.77231  0.080
H -9.11754 -5.85443 19.43884  0.106
H -7.68770 -6.56836 20.24308  0.124
H -10.40393 -5.96208 21.66679  0.124
H -9.05273 -4.87141 21.53411  0.116
H -8.99122 -4.98520 23.93038  0.078
H -8.36772 -6.41209 24.62695  0.086
H -10.06183 -6.33253 24.01983  0.083
C -14.17900 -9.15632 15.99383  -0.140
O -13.91991 -10.12534 16.96646  -0.180
C -13.88231 -9.51320 18.23250  -0.194
C -13.71411 -10.67568 19.29102  -0.224
N -13.09659 -10.22720 20.48405  -0.066
C -12.89988 -11.38577 21.36116  -0.198
C -11.83811 -11.13678 22.48333  -0.233
O -10.55345 -10.84709 22.01810  -0.193
C -9.60147 -10.58663 23.03296  -0.099
H -15.08508 -8.59521 16.22247  0.082
H -14.35349 -9.57745 15.00372  0.086
H -13.37821 -8.43847 15.81630  0.082
H -14.87994 -9.12891 18.44502  0.115
H -13.08682 -8.77095 18.29861  0.121
H -13.07682 -11.48206 18.92808  0.111
H -14.67458 -11.16489 19.45309  0.121
H -12.13579 -10.04169 20.23397  0.100
H -12.46398 -12.22206 20.81462  0.108
H -13.82062 -11.79765 21.77431  0.119
H -11.79702 -12.04851 23.07927  0.115
H -12.20882 -10.38435 23.17941  0.116
H -8.67494 -10.24494 22.57156  0.090
H -9.51093 -11.43209 23.71495  0.085
H -9.93519 -9.80977 23.72087  0.081
C -10.76099 0.75831 16.18564  -0.092
O -11.06037 -0.22908 17.17540  -0.205
C -11.57497 -1.44777 16.70650  -0.215
C -11.92861 -2.46901 17.86817  -0.172
N -13.25556 -2.08004 18.36441  -0.060
C -13.74281 -3.09788 19.27098  -0.210
C -15.09715 -2.70221 19.87498  -0.271
O -16.07231 -2.54280 18.93691  -0.194
C -17.35815 -2.22232 19.47030  -0.073
H -11.64823 0.92652 15.57522  0.073
H -10.02047 0.42412 15.45898  0.081
H -10.41491 1.67659 16.66007  0.088
H -10.76988 -1.87493 16.10863  0.106
H -12.32838 -1.22995 15.94951  0.113
H -11.20827 -2.39111 18.68251  0.115
H -11.91548 -3.48307 17.46867  0.104
H -13.81804 -2.12855 17.52693  0.093
H -12.97766 -3.29629 20.02150  0.121
H -13.90450 -4.02964 18.72897  0.114
H -14.94562 -1.79923 20.46639  0.121
H -15.35956 -3.48870 20.58256  0.120
H -17.21639 -1.17841 19.75005  0.089
H -17.58391 -2.80227 20.36517  0.085
H -18.17592 -2.30183 18.75404  0.085
C -20.40973 -11.35209 23.48239  -0.105
O -21.34717 -10.27478 23.50325  -0.200
C -22.74270 -10.64280 23.39802  -0.223
C -23.69624 -9.56940 22.91062  -0.201
N -23.23800 -8.74683 21.79629  -0.059
C -22.86721 -9.38886 20.54577  -0.217
C -22.36879 -8.51712 19.37719  -0.164
O -21.04176 -8.04678 19.74380  -0.213
C -20.32910 -7.39422 18.71243  -0.125
H -20.22627 -11.74552 22.48256  0.081
H -20.89061 -12.16717 24.02321  0.078
H -19.42633 -11.20088 23.92754  0.081
H -23.06824 -10.95502 24.39031  0.118
H -22.89061 -11.51560 22.76205  0.112
H -23.84801 -8.88098 23.74197  0.115
H -24.62042 -10.08992 22.65953  0.120
H -22.30501 -8.46100 22.05692  0.094
H -23.63998 -10.08468 20.21903  0.117
H -22.10260 -10.11102 20.83207  0.105
H -22.97967 -7.62103 19.26788  0.120
H -22.27114 -9.08913 18.45449  0.117
H -20.86302 -6.50069 18.38895  0.084
H -20.13504 -8.04562 17.86031  0.079
H -19.30700 -7.14019 18.99327  0.079
C -16.79985 -7.04582 24.67139  -0.057
C -16.35395 -7.90250 23.54738  -0.516
C -17.35568 -8.01777 22.40356  -0.065
O -15.27163 -7.25460 22.91294  -0.058
H -17.71713 -7.48787 25.06033  0.082
H -16.99361 -6.03214 24.32067  0.086
H -16.06835 -6.96067 25.47498  0.082
H -16.15218 -8.93377 23.83703  0.135
H -18.30574 -8.40261 22.77423  0.071
H -17.01783 -8.58734 21.53779  0.074
H -17.59782 -7.06233 21.93817  0.078
H -14.75831 -7.91611 22.44335  0.080
C -16.43918 2.87446 16.48293  -0.069
C -15.17131 3.26245 15.75118  -0.504
C -14.98383 2.39513 14.50601  -0.059
O -15.36267 4.59131 15.32350  -0.054
H -16.61529 3.51283 17.34871  0.077
H -16.40258 1.84597 16.84206  0.079
H -17.29218 3.07479 15.83457  0.079
H -14.34347 3.18724 16.45625  0.138
H -14.64076 1.40444 14.80421  0.075
H -14.23448 2.78425 13.81669  0.075
H -15.89639 2.44260 13.91179  0.080
H -15.98912 4.52865 14.59877  0.081
C -4.80686 5.74737 15.87860  -0.060
C -3.87359 6.94834 16.11783  -0.516
C -3.11426 6.84171 17.43353  -0.057
O -2.93704 6.94961 15.10306  -0.045
H -5.09035 5.72119 14.82644  0.069
H -5.76049 5.80695 16.40313  0.074
H -4.32640 4.77677 16.00187  0.078
H -4.42815 7.88613 16.15125  0.137
H -3.72462 6.42953 18.23707  0.081
H -2.76912 7.83170 17.73167  0.079
H -2.23564 6.22012 17.26106  0.077
H -2.21558 6.37176 15.36229  0.083
C -20.29148 -2.06709 25.35254  -0.044
C -21.61777 -2.94350 25.54032  -0.449
C -21.52900 -4.41886 25.09513  -0.059
O -21.76537 -2.95304 26.93347  -0.085
H -20.29108 -1.14577 25.93501  0.073
H -20.18714 -1.86332 24.28685  0.065
H -19.43681 -2.66487 25.66925  0.070
H -22.52313 -2.47563 25.15361  0.132
H -22.51957 -4.87024 25.03927  0.072
H -20.92612 -5.03968 25.75787  0.074
H -21.10624 -4.55703 24.10000  0.069
H -20.92233 -3.06715 27.37827  0.082
C -10.24655 6.04761 11.97616  -0.047
C -10.47902 7.09851 13.06253  -0.537
C -9.58627 8.26257 12.95459  -0.076
O -11.77728 7.62670 13.00896  -0.047
H -10.28070 6.60811 11.04194  0.083
H -10.90877 5.18351 11.92236  0.074
H -9.27261 5.56268 12.04236  0.073
H -10.40399 6.61775 14.03789  0.133
H -9.90379 9.05190 12.27324  0.090
H -8.62251 7.99745 12.51985  0.081
H -9.52328 8.68285 13.95833  0.084
H -11.86509 8.17250 13.79381  0.089
C -13.32869 -3.00263 25.57039  -0.046
C -13.51516 -1.66543 26.34515  -0.489
C -12.37034 -1.35657 27.28064  -0.074
O -13.58455 -0.56485 25.46161  -0.056
H -14.21312 -3.23569 24.97745  0.073
H -13.18234 -3.81470 26.28259  0.075
H -12.48366 -2.92593 24.88618  0.073
H -14.43802 -1.77736 26.91428  0.134
H -12.35478 -2.10149 28.07622  0.076
H -12.45049 -0.36216 27.71975  0.079
H -11.37001 -1.30483 26.85080  0.077
H -12.87691 -0.70734 24.82873  0.073
C -15.89453 3.03028 22.36663  -0.059
C -16.60670 3.29899 23.69300  -0.509
C -17.67534 2.23556 24.03532  -0.057
O -15.63818 3.22188 24.68401  -0.050
H -15.14022 3.78722 22.15179  0.082
H -16.63602 3.05862 21.56821  0.072
H -15.52131 2.00692 22.32737  0.076
H -17.11003 4.26524 23.65947  0.135
H -18.17710 2.28141 25.00186  0.077
H -17.12665 1.30356 23.89956  0.072
H -18.48131 2.26214 23.30196  0.070
H -15.19620 2.37009 24.65748  0.087
C -5.65989 2.55469 11.54493  -0.072
C -6.49251 1.64175 10.71412  -0.509
C -6.09389 1.76907 9.24582  -0.062
O -6.32378 0.28785 11.09229  -0.047
H -4.59053 2.34421 11.56112  0.084
H -5.90911 2.57420 12.60588  0.077
H -5.63347 3.58926 11.20278  0.082
H -7.55405 1.84853 10.85008  0.133
H -6.38108 2.74733 8.86030  0.078
H -6.52736 0.95044 8.67132  0.073
H -5.02071 1.73414 9.05840  0.081
H -6.95610 -0.20337 10.56269  0.080
C -12.06365 -2.43574 8.18176  -0.074
C -11.15646 -1.47603 8.79833  -0.510
C -11.77900 -0.47186 9.79692  -0.039
O -10.10622 -2.18586 9.47523  -0.071
H -12.69156 -1.91817 7.45654  0.090
H -12.60223 -3.00771 8.93733  0.095
H -11.47494 -3.14106 7.59520  0.081
H -10.56202 -0.95624 8.04696  0.132
H -11.05903 0.31872 10.00842  0.068
H -12.19628 -0.84575 10.73189  0.080
H -12.52831 0.13659 9.29053  0.075
H -9.79285 -2.87661 8.88677  0.074
C -10.48560 1.89013 21.30447  -0.051
C -10.33834 0.48980 21.89219  -0.536
C -9.68845 0.44190 23.25363  -0.061
O -11.56654 -0.16488 21.99172  -0.036
H -11.22171 2.49928 21.82906  0.080
H -10.85571 1.84478 20.28024  0.071
H -9.50116 2.35808 21.30467  0.080
H -9.59542 0.02388 21.24482  0.129
H -9.60552 -0.57271 23.64325  0.075
H -10.31832 1.04587 23.90675  0.082
H -8.67037 0.82796 23.30426  0.080
H -11.93536 -0.34767 21.12445  0.087
C -17.50282 -4.03497 14.25891  -0.054
C -16.07433 -3.81663 14.85917  -0.460
C -14.99249 -3.85502 13.77995  -0.059
O -16.05580 -2.50189 15.45216  -0.068
H -17.67775 -3.52642 13.31083  0.080
H -18.26395 -3.91568 15.02999  0.072
H -17.59970 -5.08310 13.97583  0.068
H -15.91321 -4.56668 15.63350  0.129
H -15.07986 -4.84467 13.33156  0.077
H -13.98141 -3.73924 14.17035  0.069
H -15.06394 -3.08717 13.00962  0.081
H -16.69210 -2.60701 16.16327  0.061

The value obtained for the HOMO-LUMO gap is 8.91 eV. As for the calculated total energy: -106360.864 eV. As for the maximum force: 2.72 eV Å⁻¹. As for the relative energy (zero: lowest compared OMol25 entry of this formula, charge and spin): 4.508 eV. The lowest unoccupied orbital energy is 0.1 eV.